*1*
Here is 2 unconnected molecules or ions with the total composition C5H10NO2P from the Open Molecules 2025 dataset. Energies are from ωB97M-V/def2-TZVPD.

HOMO energy ... -9.48 eV
LUMO energy ... -0.96 eV

ORCA input file:
```
! wB97M-V def2-TZVPD RIJCOSX def2/J DEFGRID3
* xyz 0 1
C 0.030 2.401 -0.713
C 0.569 1.169 0.244
C -0.742 0.760 0.664
C -0.855 1.358 -0.772
C 3.382 0.296 -0.213
N -2.003 -0.705 -2.247
O 1.394 -1.197 1.073
O 0.926 -0.800 -1.455
P 1.572 -0.410 -0.156
H 0.308 3.146 -1.414
H -0.863 -0.307 0.729
H -1.138 1.386 1.510
H -1.351 0.659 -1.538
H 4.011 0.014 -1.049
H 3.282 1.506 -0.279
H 3.767 -0.027 0.734
H -2.476 -1.551 -1.817
H -1.047 -1.022 -2.365
H -2.441 -0.430 -3.215
*
```

***

*2*
Here is a single C5H10NO2P molecule from the Open Molecules 2025 dataset. Energies are from ωB97M-V/def2-TZVPD.

HOMO energy ... -10.91 eV
LUMO energy ... 0.70 eV
SMILES ... CC(C)O[P@@](C)(=O)C#N

ORCA input file:
```
! wB97M-V def2-TZVPD RIJCOSX def2/J DEFGRID3
* xyz 0 1
C 1.085 1.822 -0.197
C 1.046 0.287 -0.298
C 2.400 -0.441 -0.121
O 0.135 -0.297 0.647
P -1.622 -0.086 0.557
C -2.256 -1.731 0.829
O -2.165 0.933 1.433
C -1.768 0.363 -1.215
N -1.952 0.769 -2.290
H 1.250 2.082 0.823
H 1.918 2.153 -0.836
H 0.149 2.333 -0.605
H 0.718 -0.022 -1.281
H 2.789 -0.143 0.922
H 3.204 -0.209 -0.803
H 2.260 -1.491 -0.077
H -2.918 -2.222 0.018
H -1.472 -2.464 0.735
H -2.801 -1.635 1.758
*
```

***

Ranked by calculated energy, most stable first: *2*, *1*.